#1
The following is a quantum chemistry calculation of 2 unconnected molecules or ions with the total composition H6N5P, from the OMol25 dataset.

```
12
H6N5P, DFT wB97M-V/def2-TZVPD
P 0.638 -0.097 1.071
N 2.403 1.529 0.074
N -2.025 0.350 1.516
N -0.462 -1.522 -1.405
N 1.247 1.259 0.369
N -0.882 0.563 1.007
H -0.902 1.459 0.647
H 2.672 2.327 -0.409
H -0.381 -2.364 -0.852
H -0.834 -1.815 -2.312
H -1.917 -0.600 1.859
H 0.444 -1.088 -1.566
```

Results
Charge: 0
Multiplicity: 1
Highest occupied orbital energy (alpha / beta) (Eh): -0.29170 / -0.29116



#2
The following is a quantum chemistry calculation of 2 unconnected molecules or ions with the total composition H6N5P, from the OMol25 dataset.

```
12
H6N5P, DFT wB97M-V/def2-TZVPD
P 0.591 1.045 0.012
N 1.012 3.325 1.378
N 0.543 2.054 1.244
N -0.434 -0.110 0.497
N -0.373 -2.772 -1.815
N -1.411 -3.348 -1.991
H 1.724 3.720 0.825
H 0.242 -2.961 -2.619
H -0.781 -0.212 1.390
H -2.100 -3.186 -1.158
H 1.474 3.416 2.300
H -0.486 -0.971 -0.062
```

Results
Charge: 0
Multiplicity: 1
SMILES: [H]/N=N/[H].N/N=P/N
Highest occupied orbital energy (Eh): -0.28063



Which of them is most stable? Easy: #2.



#1
The following is a quantum chemistry calculation of 2 unconnected molecules or ions with the total composition C3H8FN2, from the OMol25 dataset.

```
14
C3H8FN2, DFT wB97M-V/def2-TZVPD
F -0.951 0.223 -2.958
N 1.424 0.636 0.312
N -0.640 -0.510 0.556
C 0.262 0.171 -0.016
C -0.237 1.133 -2.460
C -0.629 -1.166 1.893
H 2.197 0.928 -0.323
H 1.782 0.308 1.250
H 0.312 -1.756 2.070
H -1.463 -0.651 -0.029
H -0.758 -0.438 2.716
H 0.864 0.946 -2.576
H -1.471 -1.938 1.989
H -0.692 2.115 -2.422
```

Results
Charge: +1
Multiplicity: 1
Highest occupied orbital energy (alpha / beta) (Eh): -0.51083 / -0.48920



#2
The following is a quantum chemistry calculation of a gas-phase ion, C3H8FN2 (charge +1), from the OMol25 dataset.

```
14
C3H8FN2, DFT wB97M-V/def2-TZVPD
F -2.438 -0.655 0.244
N 1.630 -1.164 -0.194
N 0.431 0.809 0.529
C 0.575 -0.713 0.524
C -0.839 1.095 -0.211
C -1.423 -0.277 -0.526
H -1.491 -0.666 -1.530
H 1.924 -2.116 -0.033
H 0.389 -1.177 1.480
H 1.259 1.227 0.084
H 0.401 1.178 1.487
H -0.625 1.661 -1.117
H 1.734 -0.867 -1.153
H -1.526 1.665 0.417
```

Results
Charge: +1
Multiplicity: 1
Highest occupied orbital energy (alpha / beta) (Eh): -0.45893 / -0.45896



Which of them is most stable? Easy: #2.



#1
The following is a quantum chemistry calculation of a single C6H15NO2 molecule, from the OMol25 dataset.

```
24
C6H15NO2, DFT wB97M-V/def2-TZVPD
O -1.830 -0.100 1.758
O 0.314 1.486 1.032
N 0.332 -1.727 -0.791
C -1.544 -0.625 0.483
C -0.009 -0.834 0.304
C 0.853 0.461 0.199
C -2.222 0.206 -0.605
C 2.273 0.111 0.658
C 0.939 1.034 -1.217
H 0.626 1.336 1.931
H -1.493 0.808 1.757
H 2.275 -0.193 1.704
H -2.003 -0.185 -1.596
H -0.064 -1.384 -1.659
H 2.929 0.970 0.541
H 0.304 -1.339 1.229
H -3.299 0.174 -0.452
H 2.649 -0.713 0.059
H -1.898 1.241 -0.538
H -0.039 1.264 -1.622
H 1.512 1.958 -1.178
H 1.447 0.330 -1.868
H -0.061 -2.647 -0.620
H -1.990 -1.631 0.488
```

Results
Charge: 0
Multiplicity: 1
SMILES: C[C@H](O)[C@@H](N)C(C)(C)O
Highest occupied orbital energy (Eh): -0.33346



#2
The following is a quantum chemistry calculation of 2 unconnected molecules or ions with the total composition C6H15NO2, from the OMol25 dataset.

```
24
C6H15NO2, DFT wB97M-V/def2-TZVPD
O -1.754 -1.811 -1.996
O -2.745 0.219 -1.600
N 0.008 0.425 0.515
C -0.779 -0.292 1.530
C 2.580 0.910 0.793
C 1.582 0.062 0.540
C -1.522 -0.446 -1.760
C -0.306 1.862 0.467
C 1.905 -1.349 0.121
H -1.376 2.004 0.289
H -0.540 0.088 2.526
H 3.625 0.643 0.630
H -0.662 -0.324 -0.790
H -1.842 -0.194 1.282
H -0.939 -0.030 -2.587
H 1.773 -2.059 0.944
H -0.556 -1.361 1.519
H 1.266 -1.671 -0.708
H -3.129 0.316 -2.488
H -0.024 2.354 1.401
H 2.933 -1.455 -0.250
H 2.423 1.921 1.155
H 0.237 2.350 -0.345
H -2.160 -2.160 -1.188
```

Results
Charge: 0
Multiplicity: 1
SMILES: C=C(C)N(C)C.OCO
Highest occupied orbital energy (Eh): -0.29173



#3
The following is a quantum chemistry calculation of 2 unconnected molecules or ions with the total composition C6H15NO2, from the OMol25 dataset.

```
24
C6H15NO2, DFT wB97M-V/def2-TZVPD
O 0.215 -1.625 1.682
O 2.339 -2.350 -0.032
N -0.864 0.523 1.474
C 0.406 1.113 -0.606
C -0.268 0.027 -2.833
C -1.911 1.978 -0.173
C 0.185 -0.252 2.046
C 0.629 0.412 -1.942
C -0.986 0.770 0.054
H -1.739 0.369 1.940
H 1.501 -2.597 -0.428
H -1.263 0.472 -2.846
H 2.820 -1.789 -0.626
H 1.611 -0.053 -1.975
H -0.192 -0.717 -3.602
H -1.947 2.181 -1.235
H 0.455 2.199 -0.641
H 0.161 -0.081 3.122
H -0.606 -2.054 1.850
H -1.312 -0.074 -0.562
H 1.158 0.081 1.697
H -1.364 2.860 0.174
H 1.211 0.705 -0.028
H -2.815 1.868 0.418
```

Results
Charge: 0
Multiplicity: 1
SMILES: C=CC[C@H](C)NCO.O
Highest occupied orbital energy (Eh): -0.33012



#4
The following is a quantum chemistry calculation of a single C6H15NO2 molecule, from the OMol25 dataset.

```
24
C6H15NO2, DFT wB97M-V/def2-TZVPD
O 1.704 -0.822 -1.647
O -2.246 -0.302 -0.877
N 2.689 -1.534 -0.846
C -1.512 0.011 0.308
C 0.602 1.387 -0.291
C 0.711 -0.470 1.366
C 0.387 -1.000 -1.100
C -2.068 1.337 0.828
C 0.038 -0.008 0.051
H -1.760 -0.775 1.033
H 1.687 1.357 -0.445
H -3.134 1.238 1.059
H 0.437 2.102 0.522
H 0.476 -1.521 1.577
H -0.272 -0.825 -1.957
H -2.005 2.116 0.058
H 3.417 -0.820 -0.780
H 1.800 -0.372 1.334
H -1.552 1.679 1.729
H 0.145 1.786 -1.202
H 3.036 -2.217 -1.520
H 0.361 0.120 2.221
H -3.176 -0.421 -0.620
H 0.233 -2.045 -0.800
```

Results
Charge: 0
Multiplicity: 1
SMILES: C[C@@H](O)C(C)(C)CON
Highest occupied orbital energy (Eh): -0.35072



Which of them is most stable? Easy: #1.



#1
The following is a quantum chemistry calculation of a molecular structure, C4H8Br2Si, from the OMol25 dataset.

```
15
C4H8Br2Si, DFT wB97M-V/def2-TZVPD
Br -2.066 -1.312 1.641
Br 0.351 -3.111 1.341
Si -1.144 -0.311 -1.966
C 1.254 1.348 1.149
C 0.502 -0.074 -0.841
C 0.325 0.520 0.325
C -0.142 -1.367 1.685
H -0.694 0.845 0.472
H -0.874 -1.482 -2.826
H 2.386 1.220 0.862
H 1.186 1.039 2.206
H 1.103 2.510 1.127
H -2.341 -0.075 -1.154
H -1.327 0.754 -2.902
H 1.480 -0.503 -1.120
```

Results
Charge: 0
Multiplicity: 1
Highest occupied orbital energy (Eh): -0.32337



#2
The following is a quantum chemistry calculation of 2 unconnected molecules or ions with the total composition C4H8Br2Si, from the OMol25 dataset.

```
15
C4H8Br2Si, DFT wB97M-V/def2-TZVPD
Br 4.287 1.618 3.376
Br -0.563 2.954 0.173
Si -0.179 0.765 -0.047
C 2.434 0.476 1.434
C 0.186 0.315 -1.842
C 2.684 1.502 2.160
C -1.477 -0.234 0.888
H -2.460 -0.153 0.421
H 2.134 2.418 2.252
H -1.569 0.117 1.913
H 0.335 -0.755 -1.954
H -1.212 -1.285 0.922
H 2.929 -0.457 1.287
H -0.636 0.611 -2.492
H 1.088 0.808 -2.197
```

Results
Charge: 0
Multiplicity: 1
Highest occupied orbital energy (Eh): -0.30240



Which of them is most stable? Easy: #2.



#1
The following is a quantum chemistry calculation of a gas-phase ion, C6H11N (charge +1), from the OMol25 dataset.

```
18
C6H11N, DFT wB97M-V/def2-TZVPD
N 0.902 -0.501 0.657
C -1.316 0.225 -0.224
C 0.229 -0.110 -0.398
C -1.117 -0.854 -1.156
C -1.863 -0.043 1.162
C 1.920 0.334 1.201
C 0.900 0.600 -1.557
H 2.392 -0.191 2.041
H 1.509 1.273 1.648
H -1.872 -1.094 1.441
H 1.920 0.892 -1.268
H 0.497 1.438 -2.138
H 0.902 -0.133 -2.400
H -0.892 -1.920 -1.079
H -2.885 0.321 1.228
H 2.750 0.627 0.539
H -1.247 0.460 1.904
H -1.558 1.218 -0.586
```

Results
Charge: +1
Multiplicity: 2
Highest occupied orbital energy (alpha / beta) (Eh): -0.53823 / -0.54669



#2
The following is a quantum chemistry calculation of a gas-phase ion, C6H11N (charge +1), from the OMol25 dataset.

```
18
C6H11N, DFT wB97M-V/def2-TZVPD
N 0.458 0.259 2.625
C 1.473 0.967 3.002
C 0.409 -0.998 -1.870
C -0.874 -0.207 -1.860
C -1.468 0.110 -0.437
C -0.436 0.676 0.440
C 0.401 -0.082 1.283
H 1.858 0.824 4.004
H 0.698 -1.099 1.058
H -2.295 0.760 -0.690
H 1.953 1.701 2.346
H -1.640 -0.823 -2.356
H 1.290 -0.404 -1.562
H -1.840 -0.829 -0.001
H -0.215 1.757 0.455
H -0.882 0.711 -2.440
H 0.598 -1.477 -2.832
H 0.512 -1.847 -1.166
```

Results
Charge: +1
Multiplicity: 2
Highest occupied orbital energy (alpha / beta) (Eh): -0.53026 / -0.56886



Which of them is most stable? Easy: #2.